Below is 5 unconnected molecules or ions with the total composition C9H13Cl8N at a distorted geometry, with properties calculated with ωB97M-V/def2-TZVPD.

```
31
C9H13Cl8N ωB97M-V/def2-TZVPD
C -0.55 2.67 -2.14
C 0.50 3.56 -2.37
C 0.19 4.86 -2.70
N -1.07 5.32 -2.81
C -2.05 4.47 -2.55
C -1.83 3.14 -2.21
H -0.32 1.66 -1.80
H 1.56 3.37 -2.25
H 0.94 5.62 -2.88
H -3.07 4.84 -2.63
H -2.70 2.53 -2.01
Cl 0.75 -0.48 -0.47
C -0.03 -1.07 1.03
Cl -1.56 -1.86 0.61
H 0.61 -1.82 1.47
H -0.20 -0.20 1.66
Cl -5.46 -4.24 1.30
C -4.15 -3.98 2.46
Cl -3.67 -5.46 3.31
H -3.29 -3.64 1.90
H -4.43 -3.21 3.17
Cl 4.37 1.97 -2.75
C 3.24 0.61 -2.91
Cl 3.93 -0.87 -2.20
H 2.34 0.82 -2.34
H 3.01 0.44 -3.95
Cl 3.29 -5.26 4.29
C 2.54 -3.78 4.96
Cl 2.35 -2.51 3.76
H 1.55 -4.03 5.33
H 3.21 -3.46 5.75
```

molar mass	418.834	g mol⁻¹
relative energy (zero: lowest compared OMol25 entry of this formula, charge and spin)	17.4	kJ/mol
structure (SMILES)	c1ccncc1.ClCCl.ClCCl.ClCCl.ClCCl
E	-111212.9265	eV